Version i
This record from the OMol25 dataset describes a 2-piece molecular cluster, C3H12N2O overall. The level of theory is the ωB97M-V functional and the def2-TZVPD basis.

Element x y z (Å)
C1 -2.051 -0.159 1.368
C2 -0.522 -0.215 1.213
N1 -0.130 -0.211 -0.261
C3 0.985 -1.176 -0.296
N2 1.855 -1.007 -1.476
H1 -2.510 0.867 1.132
H2 -2.516 -1.087 0.945
H3 -2.227 -0.116 2.475
H4 -0.012 -0.963 1.697
H5 -0.011 0.721 1.535
H6 -0.929 -0.508 -0.848
H7 1.570 -0.898 0.531
H8 0.540 -2.171 -0.211
H9 1.498 -0.242 -1.987
H10 2.841 -0.941 -1.305
H11 -0.088 3.249 -1.493
H12 1.265 2.372 -1.248
O1 0.443 2.483 -1.773

Results
**M**: 92.14 g mol⁻¹
**Charge**: -1
**2S+1**: 2
**<S²>**: 0.7504
**LUMO (alpha / beta)**: 4.0 / 4.0 eV

Here are the Löwdin charges for atoms 1 to 2, given in e: atom 1 (C): -0.191, atom 2 (C): -0.377

Version ii
This record from the OMol25 dataset describes a 3-piece molecular cluster, C3H12N2O overall. The level of theory is the ωB97M-V functional and the def2-TZVPD basis.

Element x y z (Å)
C1 -1.893 -1.567 0.144
C2 -2.853 -0.839 0.698
N1 0.244 2.388 -0.353
H1 -1.320 -1.159 -0.679
H2 0.595 0.733 -0.946
H3 -1.615 -2.528 0.558
H4 -3.051 0.122 0.232
H5 -3.412 -1.109 1.580
H6 1.107 2.913 -0.171
H7 -0.305 2.234 0.504
H8 -0.359 2.966 -0.943
N2 2.026 -0.679 0.810
C3 1.977 -0.595 -0.642
O1 0.749 -0.225 -1.190
H9 1.720 0.198 1.218
H10 1.409 -1.417 1.124
H11 2.741 0.141 -0.920
H12 2.240 -1.577 -1.024

Results
**M**: 92.14 g mol⁻¹
**Charge**: -1
**2S+1**: 2
**<S²>**: 0.7503
**LUMO (alpha / beta)**: 4.1 / 3.9 eV

Here are the Löwdin charges for atoms 1 to 2, given in e: atom 1 (C): -0.103, atom 2 (C): -0.147

Version iii
This record from the OMol25 dataset describes a 2-piece molecular cluster, C3H12N2O overall. The level of theory is the ωB97M-V functional and the def2-TZVPD basis.

Element x y z (Å)
C1 -0.111 -1.379 1.173
C2 -0.255 -0.652 -0.158
C3 -1.082 0.609 -0.130
N1 -1.196 1.214 -1.467
N2 0.170 -2.783 1.049
H1 -1.008 -1.166 1.753
H2 0.733 -0.999 1.730
H3 -0.714 -1.361 -0.872
H4 0.682 -0.420 -0.675
H5 -2.079 0.421 0.289
H6 -0.571 1.360 0.477
H7 -1.876 1.971 -1.474
H8 -1.676 0.546 -2.071
H9 -0.399 -3.345 0.453
H10 1.130 -3.053 1.007
H11 2.350 2.786 0.532
H12 2.847 2.290 -0.822
O1 2.021 2.489 -0.340

Results
**M**: 92.14 g mol⁻¹
**Charge**: -1
**2S+1**: 2
**<S²>**: 0.7504
**LUMO (alpha / beta)**: 3.9 / 3.8 eV

Here are the Löwdin charges for atoms 1 to 2, given in e: atom 1 (C): -0.352, atom 2 (C): -0.274

What should be chosen as the most stable of them? Choose version iii.

Version i
This record from the OMol25 dataset describes C33H77N11O11 as an isolated structure. The level of theory is the ωB97M-V functional and the def2-TZVPD basis.

Element x y z (Å)
C1 -20.424 -21.948 9.672
O1 -19.515 -22.708 9.402
N1 -20.545 -20.640 9.351
C2 -21.746 -19.891 9.626
C3 -19.435 -19.926 8.758
H1 -21.350 -22.286 10.169
H2 -22.537 -20.401 10.174
H3 -22.159 -19.553 8.672
H4 -21.571 -18.991 10.222
H5 -18.599 -20.609 8.609
H6 -19.582 -19.462 7.781
H7 -19.045 -19.163 9.436
C4 -14.996 -26.495 7.324
O2 -15.387 -25.347 7.352
N2 -14.633 -27.126 6.168
C5 -14.470 -28.551 6.022
C6 -14.587 -26.418 4.919
H8 -14.895 -27.172 8.186
H9 -14.699 -29.119 6.933
H10 -13.413 -28.809 5.906
H11 -15.096 -29.029 5.269
H12 -14.640 -25.347 5.111
H13 -13.651 -26.581 4.374
H14 -15.361 -26.686 4.192
C7 -23.637 -29.368 8.359
O3 -22.825 -28.910 7.569
N3 -23.379 -29.566 9.675
C8 -24.333 -30.118 10.575
C9 -22.061 -29.265 10.179
H15 -24.658 -29.603 8.026
H16 -24.071 -31.104 10.988
H17 -25.331 -30.259 10.165
H18 -24.396 -29.530 11.498
H19 -21.454 -30.164 10.337
H20 -21.494 -28.596 9.545
H21 -22.112 -28.784 11.160
C10 -23.331 -23.369 6.655
O4 -24.529 -23.442 6.826
N4 -22.412 -23.970 7.452
C11 -21.002 -23.982 7.095
C12 -22.789 -24.784 8.585
H22 -22.814 -22.833 5.840
H23 -20.672 -22.991 6.782
H24 -20.832 -24.670 6.259
H25 -20.365 -24.329 7.899
H26 -22.196 -25.707 8.503
H27 -22.421 -24.443 9.559
H28 -23.799 -25.159 8.716
C13 -15.968 -19.930 6.782
O5 -15.092 -19.803 7.613
N5 -16.598 -21.080 6.468
C14 -17.519 -21.152 5.323
C15 -16.324 -22.340 7.133
H29 -16.326 -19.111 6.134
H30 -18.130 -22.020 5.564
H31 -16.921 -21.368 4.433
H32 -18.097 -20.241 5.191
H33 -15.757 -23.074 6.566
H34 -15.799 -22.020 8.038
H35 -17.216 -22.803 7.565
C16 -19.228 -25.139 10.821
O6 -20.201 -25.775 11.178
N6 -18.135 -25.584 10.189
C17 -17.020 -24.672 9.983
C18 -17.901 -27.002 10.065
H36 -19.096 -24.044 10.903
H37 -16.457 -24.859 9.070
H38 -16.355 -24.683 10.852
H39 -17.293 -23.614 9.937
H40 -17.149 -27.255 9.315
H41 -17.482 -27.443 10.968
H42 -18.840 -27.450 9.749
C19 -14.794 -22.186 11.871
O7 -13.885 -21.456 11.506
N7 -16.074 -21.899 11.553
C20 -17.130 -22.768 11.967
C21 -16.467 -20.695 10.891
H43 -14.606 -23.061 12.503
H44 -17.853 -23.135 11.231
H45 -17.720 -22.300 12.763
H46 -16.795 -23.731 12.343
H47 -16.709 -20.902 9.847
H48 -17.289 -20.275 11.484
H49 -15.789 -19.842 10.895
C22 -18.494 -27.154 15.167
O8 -17.752 -27.006 14.218
N8 -19.773 -27.585 15.110
C23 -20.445 -27.999 16.341
C24 -20.605 -27.781 13.910
H50 -18.156 -27.010 16.204
H51 -21.514 -28.090 16.195
H52 -20.240 -27.225 17.090
H53 -20.000 -28.879 16.815
H54 -20.070 -27.406 13.042
H55 -20.786 -28.851 13.783
H56 -21.557 -27.287 14.081
C25 -14.334 -24.863 14.895
O9 -15.396 -24.398 15.268
N9 -14.165 -25.463 13.695
C26 -15.284 -25.933 12.878
C27 -12.906 -26.058 13.336
H57 -13.432 -24.684 15.495
H58 -16.180 -25.392 13.159
H59 -15.454 -26.961 13.211
H60 -15.056 -25.893 11.816
H61 -12.692 -27.073 13.707
H62 -12.916 -26.327 12.274
H63 -12.070 -25.385 13.519
C28 -20.081 -26.756 7.144
O10 -20.125 -25.556 7.023
N10 -19.014 -27.554 6.783
C29 -19.333 -28.974 6.655
C30 -18.016 -26.951 5.932
H64 -20.823 -27.341 7.699
H65 -19.607 -29.248 5.628
H66 -20.235 -29.210 7.216
H67 -18.434 -29.534 6.907
H68 -18.198 -27.047 4.862
H69 -17.676 -25.961 6.238
H70 -17.051 -27.432 6.162
C31 -13.455 -28.270 11.318
O11 -13.878 -27.531 10.446
N11 -14.274 -29.112 12.002
C32 -13.710 -29.812 13.163
C33 -15.694 -29.105 11.822
H71 -12.421 -28.262 11.703
H72 -13.553 -29.163 14.024
H73 -12.820 -30.367 12.879
H74 -14.461 -30.543 13.468
H75 -16.349 -28.684 12.589
H76 -15.977 -28.729 10.846
H77 -15.981 -30.165 11.799

Results
**M**: 804.04 g mol⁻¹
**LUMO**: 0.3 eV

Here are the Löwdin charges for atoms 1 to 2, given in e: atom 1 (C): -0.302, atom 2 (O): -0.009

Version ii
This record from the OMol25 dataset describes a 11-piece molecular cluster, C33H77N11O11 overall. The level of theory is the ωB97M-V functional and the def2-TZVPD basis.

Element x y z (Å)
C1 9.726 -3.804 4.134
N1 9.360 -2.527 4.736
C2 8.187 -2.529 5.588
C3 9.768 -1.287 4.311
O1 10.548 -1.066 3.389
H1 9.493 -4.643 4.790
H2 10.783 -3.831 3.868
H3 9.191 -3.843 3.185
H4 7.843 -3.402 6.143
H5 8.423 -1.914 6.457
H6 7.191 -2.152 5.356
H7 9.341 -0.529 4.986
C4 1.752 7.504 -7.555
N2 1.078 6.264 -7.424
C5 1.798 5.208 -6.681
C6 -0.248 6.185 -7.586
O2 -0.923 5.308 -7.091
H8 2.453 7.267 -8.355
H9 2.190 7.816 -6.607
H10 1.089 8.241 -8.009
H11 1.693 5.284 -5.599
H12 1.487 4.248 -7.095
H13 2.852 5.330 -6.930
H14 -0.510 6.932 -8.350
C7 2.274 -1.205 10.904
N3 1.812 0.128 10.523
C8 2.154 0.583 9.149
C9 1.209 0.946 11.457
O3 1.166 0.610 12.688
H15 2.276 -1.413 11.974
H16 3.291 -1.447 10.597
H17 1.622 -1.889 10.360
H18 3.225 0.763 9.061
H19 1.850 -0.216 8.474
H20 1.589 1.480 8.896
H21 0.781 1.878 11.057
C10 -1.445 0.317 -0.920
N4 -0.080 -0.056 -0.407
C11 0.736 -0.740 -1.304
C12 0.417 0.385 0.767
O4 1.499 0.035 1.251
H22 -2.058 -0.557 -1.140
H23 -1.362 0.776 -1.905
H24 -1.883 1.030 -0.222
H25 1.351 -0.061 -1.895
H26 1.332 -1.482 -0.773
H27 0.015 -1.291 -1.907
H28 -0.248 1.110 1.261
C13 -4.123 7.015 6.523
N5 -4.551 7.007 7.925
C14 -5.856 6.451 8.258
C15 -3.564 7.242 8.893
O5 -2.338 7.120 8.656
H29 -3.696 7.877 6.010
H30 -5.007 7.130 5.896
H31 -3.555 6.110 6.311
H32 -6.413 6.723 9.155
H33 -6.429 6.866 7.429
H34 -5.914 5.365 8.187
H35 -4.049 7.223 9.881
C16 -2.638 -10.047 -3.032
N6 -1.692 -9.469 -2.159
C17 -1.287 -8.053 -2.300
C18 -1.109 -10.075 -1.137
O6 -1.070 -11.303 -1.103
H36 -3.524 -9.414 -2.970
H37 -2.805 -11.096 -2.789
H38 -2.288 -9.845 -4.044
H39 -0.718 -7.803 -3.196
H40 -2.227 -7.570 -2.566
H41 -0.771 -7.635 -1.436
H42 -0.616 -9.569 -0.292
C19 11.044 -3.604 -5.380
N7 10.428 -2.270 -5.417
C20 11.121 -1.372 -6.368
C21 9.320 -1.918 -4.700
O7 8.702 -0.891 -4.917
H43 11.396 -3.920 -6.362
H44 10.351 -4.392 -5.086
H45 11.879 -3.671 -4.682
H46 12.128 -1.300 -5.957
H47 11.053 -1.853 -7.343
H48 10.536 -0.455 -6.443
H49 8.954 -2.669 -3.982
C22 -10.551 -7.219 -1.030
N8 -9.969 -5.848 -1.393
C23 -8.510 -5.803 -1.458
C24 -10.753 -4.732 -1.388
O8 -10.229 -3.703 -1.652
H50 -11.045 -7.291 -0.061
H51 -9.866 -8.060 -1.136
H52 -11.340 -7.206 -1.782
H53 -8.084 -4.803 -1.543
H54 -7.950 -6.351 -0.701
H55 -8.221 -6.311 -2.378
H56 -11.817 -4.961 -1.220
C25 -3.542 10.022 -3.504
N9 -2.774 9.659 -2.347
C26 -1.916 10.661 -1.808
C27 -2.577 8.328 -2.170
O9 -1.718 7.898 -1.337
H57 -4.156 10.891 -3.269
H58 -4.235 9.199 -3.681
H59 -2.932 10.257 -4.376
H60 -2.518 11.525 -1.527
H61 -1.402 10.332 -0.905
H62 -1.172 10.917 -2.563
H63 -3.256 7.718 -2.786
C28 -10.307 7.519 -1.248
N10 -10.300 6.259 -0.507
C29 -9.288 5.245 -0.846
C30 -11.123 6.069 0.577
O10 -10.973 5.180 1.346
H64 -10.932 8.379 -1.007
H65 -10.511 7.407 -2.313
H66 -9.322 7.981 -1.178
H67 -8.738 4.870 0.017
H68 -9.684 4.372 -1.366
H69 -8.551 5.632 -1.550
H70 -11.709 6.968 0.821
C31 5.739 -8.203 -3.863
N11 6.350 -8.741 -2.647
C32 6.993 -10.051 -2.843
C33 6.049 -8.249 -1.397
O11 6.232 -8.887 -0.375
H71 6.445 -8.052 -4.680
H72 5.311 -7.204 -3.771
H73 4.966 -8.935 -4.095
H74 6.343 -10.869 -3.153
H75 7.736 -9.748 -3.580
H76 7.579 -10.429 -2.005
H77 5.466 -7.315 -1.391

Results
**SMILES**: CN(C)C=O.CN(C)C=O.CN(C)C=O.CN(C)C=O.CN(C)C=O.CN(C)C=O.CN(C)C=O.CN(C)C=O.CN(C)C=O.CN(C)C=O.CN(C)C=O
**M**: 804.04 g mol⁻¹
**LUMO**: 0.3 eV

Here are the Löwdin charges for atoms 1 to 2, given in e: atom 1 (C): -0.042, atom 2 (N): -0.186

What should be chosen as the most stable of them? Choose version ii.

Version i
This record from the OMol25 dataset describes a 2-piece molecular cluster, H5NS2 overall. The level of theory is the ωB97M-V functional and the def2-TZVPD basis.

Element x y z (Å)
S1 1.164 -2.308 -0.366
S2 1.103 -0.785 -1.730
H1 1.364 -1.509 0.691
H2 -0.113 -0.373 -1.348
N1 -0.855 1.366 0.588
H3 -1.511 1.555 1.326
H4 -1.188 0.823 -0.179
H5 0.036 1.231 1.018

Results
**SMILES**: SS.N
**M**: 83.18 g mol⁻¹
**LUMO**: 0.4 eV

Here are the Löwdin charges for atoms 1 to 2, given in e: atom 1 (S): 0.226, atom 2 (S): 0.236

Version ii
This record from the OMol25 dataset describes a 2-piece molecular cluster, H5NS2 overall. The level of theory is the ωB97M-V functional and the def2-TZVPD basis.

Element x y z (Å)
S1 -1.023 0.065 0.182
S2 0.065 0.246 -1.598
H1 -1.883 -0.743 -0.479
H2 0.860 1.227 -1.132
N1 1.560 -0.516 2.426
H3 1.631 0.335 1.896
H4 1.108 -1.229 1.853
H5 2.534 -0.843 2.399

Results
**SMILES**: SS.N
**M**: 83.18 g mol⁻¹
**LUMO**: 0.2 eV

Here are the Löwdin charges for atoms 1 to 2, given in e: atom 1 (S): 0.225, atom 2 (S): 0.222

What should be chosen as the most stable of them? Choose version i.

Version i
This record from the OMol25 dataset describes a 2-piece molecular cluster, C3H5N2O overall. The level of theory is the ωB97M-V functional and the def2-TZVPD basis.

Element x y z (Å)
C1 1.177 0.431 1.752
C2 -1.202 0.123 -0.432
C3 0.143 -0.714 -0.548
N1 1.038 0.867 2.800
N2 1.455 -0.051 -0.446
O1 1.578 1.113 -0.957
H1 -1.756 0.478 -1.345
H2 -1.877 -0.501 0.337
H3 -0.816 1.061 0.156
H4 0.132 -1.549 0.178
H5 0.126 -1.259 -1.495

Results
**M**: 85.09 g mol⁻¹
**Charge**: -1
**LUMO (alpha / beta)**: 4.2 / 4.2 eV

Here are the Löwdin charges for atoms 1 to 2, given in e: atom 1 (C): -0.347, atom 2 (C): -0.136

Version ii
This record from the OMol25 dataset describes an isolated ion of composition C3H5N2O and charge -1. The level of theory is the ωB97M-V functional and the def2-TZVPD basis.

Element x y z (Å)
C1 -1.412 0.063 0.032
C2 0.121 -0.152 0.298
C3 0.623 -1.421 -0.054
N1 1.171 -2.453 -0.164
N2 0.891 1.175 -0.512
O1 1.705 1.769 0.376
H1 -1.736 -0.084 0.976
H2 -1.812 -0.631 -0.752
H3 -1.434 1.129 -0.369
H4 0.428 -0.012 1.404
H5 1.456 0.618 -1.236

Results
**SMILES**: C[C@@H](C#N)N[O-]
**M**: 85.09 g mol⁻¹
**Charge**: -1
**LUMO (alpha / beta)**: 4.3 / 4.3 eV

Here are the Löwdin charges for atoms 1 to 2, given in e: atom 1 (C): -0.091, atom 2 (C): -0.348

What should be chosen as the most stable of them? Choose version ii.